{"formula": "C2H5NO", "method": "ωB97M-V/def2-TZVPD", "energy_ha": -209.17665, "homo_energy_ha": -0.35965, "orbital_gap_ev": 10.746, "charge": 0, "smiles": "CNC=O", "symbols": ["C", "C", "H", "H", "H", "H", "H", "N", "O"], "coordinates": [[1.079, -0.083, -0.009], [-1.398, -0.196, 0.067], [0.953, -1.035, -0.716], [1.472, -0.397, 1.073], [1.894, 0.640, -0.379], [-0.174, 1.619, -0.161], [-1.070, -1.287, 0.033], [-0.222, 0.591, 0.095], [-2.533, 0.147, -0.003]], "atomic_forces_ev_per_a": [[1.043, -1.221, 0.758], [2.782, -0.316, -0.622], [0.737, 2.048, 1.581], [-0.876, 0.306, -2.348], [-1.484, -1.198, 0.179], [-0.839, -2.007, 0.620], [-0.411, 0.789, 0.296], [-0.215, 0.963, -0.628], [-0.737, 0.637, 0.165]], "nbo_charge": [-0.433, 0.553, 0.204, 0.196, 0.219, 0.407, 0.089, -0.670, -0.565]}

***

{"formula": "C28H25BrNO9P3RuSe", "method": "ωB97M-V/def2-TZVPD", "multiplicity": 5, "energy_ha": -7908.52698, "homo_energy_ha": [-0.30408, -0.31240], "orbital_gap_ev": [8.343, 6.033], "s2": 6.05, "charge": 0, "symbols": ["Ru", "C", "C", "O", "P", "O", "O", "O", "P", "O", "O", "O", "H", "H", "H", "H", "H", "H", "H", "C", "C", "C", "C", "C", "C", "P", "C", "C", "C", "C", "C", "C", "C", "C", "C", "C", "C", "C", "H", "H", "H", "H", "H", "H", "H", "H", "H", "H", "H", "H", "H", "H", "Br", "C", "C", "C", "C", "C", "C", "C", "O", "O", "H", "H", "H", "H", "Se", "C", "N"], "coordinates": [[0.356, -0.491, -0.726], [-1.039, -3.355, 3.414], [-0.606, -2.054, 2.745], [-0.388, -1.042, 3.737], [1.052, -2.214, 2.000], [1.999, -2.382, 3.254], [1.176, -3.584, 1.258], [1.413, -1.036, 1.146], [-1.851, -1.392, 1.542], [-2.899, -2.594, 1.451], [-2.383, -0.146, 2.135], [-1.237, -1.306, 0.136], [-0.294, -3.650, 4.153], [-1.154, -4.156, 2.687], [-1.991, -3.197, 3.920], [-1.017, -0.320, 3.549], [1.740, -1.755, 3.949], [1.108, -3.437, 0.273], [-3.516, -2.495, 0.715], [-2.185, 4.910, 3.608], [-0.860, 5.148, 3.277], [-0.187, 4.282, 2.425], [-0.841, 3.170, 1.896], [-2.168, 2.923, 2.251], [-2.836, 3.796, 3.095], [-0.015, 1.986, 0.776], [1.581, 2.788, 0.409], [2.711, 2.275, 1.039], [3.957, 2.846, 0.818], [4.080, 3.924, -0.047], [2.959, 4.427, -0.693], [1.713, 3.863, -0.467], [-0.941, 2.130, -0.777], [-1.751, 3.171, -1.215], [-2.347, 3.087, -2.465], [-2.130, 1.973, -3.269], [-1.335, 0.921, -2.836], [-0.755, 1.003, -1.577], [-2.708, 5.587, 4.271], [-0.344, 6.010, 3.679], [0.847, 4.478, 2.170], [-2.665, 2.033, 1.884], [-3.867, 3.599, 3.362], [2.615, 1.408, 1.683], [4.832, 2.438, 1.307], [5.054, 4.359, -0.233], [3.056, 5.257, -1.382], [0.842, 4.254, -0.979], [-1.915, 4.032, -0.578], [-2.979, 3.892, -2.818], [-2.594, 1.918, -4.246], [-1.185, 0.053, -3.460], [0.050, -8.306, -4.894], [0.134, -6.611, -4.056], [-0.697, -5.593, -4.501], [-0.632, -4.356, -3.884], [0.251, -4.143, -2.831], [1.078, -5.173, -2.401], [1.024, -6.415, -3.014], [0.305, -2.808, -2.175], [-0.353, -1.846, -2.616], [1.040, -2.660, -1.136], [-1.382, -5.770, -5.318], [-1.264, -3.541, -4.213], [1.775, -4.999, -1.592], [1.667, -7.221, -2.688], [4.170, 1.237, -3.118], [2.823, 0.644, -2.215], [1.904, 0.226, -1.597]], "atomic_forces_ev_per_a": [[0.071, 0.119, -0.101], [-0.009, 0.026, -0.004], [0.041, -0.025, -0.061], [0.001, 0.001, 0.046], [0.015, -0.126, -0.039], [-0.055, 0.027, -0.028], [-0.073, 0.052, 0.291], [0.019, 0.013, 0.027], [-0.055, 0.067, 0.279], [0.004, 0.032, -0.042], [0.014, -0.094, -0.056], [-0.033, -0.053, -0.147], [-0.003, 0.005, 0.001], [0.003, 0.009, 0.000], [-0.003, -0.014, 0.003], [0.007, -0.009, -0.016], [0.021, -0.007, -0.012], [0.111, 0.031, -0.159], [0.009, -0.017, -0.002], [0.025, 0.015, 0.013], [-0.018, -0.004, 0.001], [-0.005, -0.046, -0.036], [0.002, -0.015, 0.092], [-0.025, -0.013, -0.021], [0.007, -0.013, -0.011], [0.033, 0.090, -0.105], [-0.045, -0.003, -0.011], [-0.004, -0.024, 0.008], [0.024, 0.016, -0.018], [-0.030, -0.023, 0.012], [0.016, 0.020, -0.015], [-0.005, 0.006, 0.005], [0.088, -0.086, 0.057], [0.001, 0.014, 0.003], [0.010, 0.003, 0.013], [-0.030, 0.041, -0.023], [0.037, -0.055, 0.017], [-0.048, 0.031, 0.035], [0.004, 0.003, -0.005], [0.002, -0.004, -0.002], [0.008, 0.006, -0.008], [0.006, 0.066, 0.002], [0.001, -0.004, -0.005], [0.000, 0.003, 0.013], [-0.006, 0.000, -0.002], [-0.004, 0.005, 0.000], [0.003, -0.009, 0.004], [0.002, 0.003, 0.001], [-0.011, -0.008, -0.004], [0.001, -0.001, 0.003], [0.003, 0.003, 0.003], [0.004, -0.003, 0.003], [0.001, 0.016, 0.007], [-0.011, -0.003, -0.013], [-0.019, 0.009, -0.014], [-0.008, -0.003, -0.008], [0.005, 0.055, -0.016], [0.013, -0.055, -0.018], [0.018, 0.012, 0.034], [-0.040, -0.030, -0.045], [0.069, -0.099, 0.027], [-0.081, 0.092, -0.031], [0.004, 0.000, 0.004], [0.007, -0.010, 0.009], [-0.004, -0.002, -0.002], [-0.001, 0.002, 0.001], [-0.008, 0.014, 0.013], [-0.030, -0.013, 0.044], [-0.044, -0.037, 0.010]], "nbo_charge": [1.441, -0.627, -0.500, -0.755, 2.417, -0.970, -1.007, -1.102, 2.386, -0.987, -1.126, -1.071, 0.223, 0.237, 0.233, 0.522, 0.529, 0.543, 0.517, -0.206, -0.219, -0.152, -0.362, -0.194, -0.211, 0.925, -0.376, -0.195, -0.209, -0.196, -0.212, -0.149, -0.419, -0.203, -0.189, -0.201, -0.248, -0.007, 0.214, 0.213, 0.215, 0.253, 0.217, 0.230, 0.218, 0.217, 0.216, 0.213, 0.228, 0.216, 0.218, 0.248, 0.067, -0.060, -0.250, -0.156, -0.114, -0.161, -0.249, 0.784, -0.671, -0.771, 0.231, 0.237, 0.231, 0.232, 0.050, 0.188, -0.589]}

***

{"formula": "C33H34N4PZr", "method": "ωB97M-V/def2-TZVPD", "energy_ha": -1884.54083, "homo_energy_ha": -0.59253, "orbital_gap_ev": 6.659, "charge": 3, "symbols": ["Zr", "C", "C", "N", "C", "C", "C", "C", "C", "C", "C", "N", "C", "C", "N", "N", "H", "H", "H", "H", "H", "H", "H", "H", "H", "H", "H", "H", "H", "H", "H", "H", "H", "H", "C", "C", "C", "C", "C", "C", "P", "C", "C", "C", "C", "C", "C", "C", "C", "C", "C", "C", "C", "C", "C", "C", "C", "H", "H", "H", "H", "H", "H", "H", "H", "H", "H", "H", "H", "H", "H", "H", "H"], "coordinates": [[-0.294, -0.168, -0.554], [2.597, 1.012, -1.015], [2.003, 0.825, -2.398], [0.533, 1.083, -2.348], [0.200, 2.539, -2.217], [-0.554, 2.892, -0.954], [-1.203, 4.104, -0.800], [-1.795, 4.388, 0.426], [-1.706, 3.478, 1.472], [-1.036, 2.288, 1.251], [-0.809, 1.251, 2.324], [-0.229, -0.010, 1.788], [1.164, -0.278, 2.241], [2.129, 0.502, 1.375], [1.955, 0.081, -0.044], [-0.504, 2.003, 0.054], [2.409, 2.026, -0.655], [3.679, 0.870, -1.030], [2.156, -0.198, -2.755], [2.492, 1.495, -3.108], [0.118, 0.758, -3.223], [-0.373, 2.858, -3.087], [1.129, 3.118, -2.232], [-1.239, 4.819, -1.611], [-2.313, 5.327, 0.570], [-2.139, 3.699, 2.438], [-1.749, 1.030, 2.831], [-0.145, 1.672, 3.084], [-0.805, -0.783, 2.113], [1.339, -1.352, 2.142], [1.292, -0.008, 3.291], [3.165, 0.368, 1.690], [1.909, 1.571, 1.421], [2.410, -0.827, -0.144], [-6.891, 1.260, 0.941], [-5.852, 1.244, 1.862], [-4.625, 0.708, 1.509], [-4.439, 0.182, 0.231], [-5.488, 0.195, -0.693], [-6.710, 0.738, -0.334], [-2.895, -0.612, -0.198], [-2.558, -0.237, -1.951], [-1.984, -1.186, -2.816], [-1.698, -0.852, -4.139], [-2.002, 0.417, -4.614], [-2.570, 1.366, -3.765], [-2.828, 1.056, -2.440], [-2.943, -2.386, 0.004], [-4.120, -3.073, 0.189], [-4.105, -4.471, 0.327], [-2.921, -5.150, 0.245], [-1.695, -4.468, 0.048], [-0.476, -5.175, -0.089], [0.697, -4.510, -0.304], [0.702, -3.100, -0.345], [-0.448, -2.336, -0.208], [-1.683, -3.053, -0.033], [-7.849, 1.680, 1.218], [-6.003, 1.642, 2.856], [-3.827, 0.678, 2.239], [-5.354, -0.217, -1.686], [-7.525, 0.750, -1.046], [-1.818, -2.199, -2.468], [-1.286, -1.601, -4.803], [-1.827, 0.664, -5.653], [-2.841, 2.339, -4.154], [-3.300, 1.787, -1.793], [-5.064, -2.543, 0.233], [-5.033, -5.002, 0.484], [-2.905, -6.229, 0.331], [-0.491, -6.256, -0.033], [1.622, -5.056, -0.426], [1.678, -2.641, -0.497]], "atomic_forces_ev_per_a": [[-0.374, 0.024, -0.080], [0.111, 0.096, 0.028], [0.119, 0.023, -0.006], [-0.016, 0.078, 0.104], [-0.003, 0.068, -0.016], [0.012, 0.256, -0.136], [0.097, -0.116, -0.003], [0.005, -0.018, -0.003], [0.127, -0.100, -0.010], [-0.099, 0.106, 0.217], [-0.043, 0.065, 0.057], [0.009, 0.053, -0.071], [0.136, 0.017, 0.025], [0.083, 0.108, 0.007], [-0.026, -0.015, -0.035], [0.001, -0.169, -0.086], [0.031, -0.013, -0.030], [-0.031, 0.018, -0.044], [-0.017, 0.034, 0.006], [-0.006, -0.038, -0.010], [0.013, 0.002, 0.014], [0.019, -0.032, 0.011], [-0.022, -0.001, -0.015], [0.007, 0.002, -0.011], [-0.009, 0.017, 0.001], [0.001, -0.009, 0.015], [0.006, -0.006, -0.007], [-0.022, -0.013, -0.014], [0.016, -0.001, -0.020], [-0.001, 0.032, 0.023], [-0.008, -0.044, -0.009], [-0.052, -0.040, 0.070], [0.014, -0.025, 0.032], [-0.009, 0.014, 0.010], [0.015, 0.015, 0.013], [-0.054, 0.025, 0.017], [0.040, -0.036, 0.010], [-0.013, 0.020, -0.089], [0.020, -0.012, -0.041], [-0.009, 0.004, 0.004], [0.193, 0.010, 0.178], [-0.039, -0.183, -0.151], [0.059, -0.045, 0.078], [0.005, 0.009, 0.008], [0.021, -0.039, -0.035], [-0.024, 0.045, 0.025], [0.075, 0.027, 0.029], [-0.079, -0.112, 0.045], [0.057, 0.072, -0.025], [0.018, -0.075, 0.008], [-0.039, 0.003, 0.011], [-0.028, 0.149, -0.003], [0.044, 0.000, -0.007], [0.036, 0.003, 0.038], [0.055, 0.012, -0.043], [-0.225, -0.036, -0.047], [-0.115, -0.166, 0.019], [-0.010, 0.000, 0.010], [-0.002, 0.003, 0.010], [0.020, -0.013, 0.022], [-0.022, -0.011, 0.024], [-0.006, -0.008, -0.007], [-0.055, 0.008, -0.065], [0.000, 0.000, -0.014], [0.011, -0.012, -0.014], [-0.009, 0.013, 0.009], [0.010, -0.004, -0.014], [-0.010, 0.007, -0.001], [-0.004, -0.015, -0.003], [-0.007, -0.011, -0.003], [0.014, -0.016, -0.002], [0.012, -0.003, 0.007], [-0.023, 0.003, -0.014]], "nbo_charge": [2.134, -0.239, -0.233, -0.738, -0.287, 0.324, -0.255, -0.067, -0.228, 0.264, -0.265, -0.688, -0.235, -0.230, -0.724, -0.675, 0.221, 0.257, 0.236, 0.251, 0.439, 0.258, 0.249, 0.262, 0.267, 0.263, 0.252, 0.251, 0.435, 0.245, 0.246, 0.254, 0.219, 0.420, -0.137, -0.193, -0.175, -0.422, -0.128, -0.204, 0.939, -0.465, -0.211, -0.192, -0.183, -0.147, -0.198, -0.419, -0.123, -0.194, -0.113, -0.110, -0.041, -0.242, -0.154, -0.708, 0.058, 0.252, 0.246, 0.201, 0.217, 0.251, 0.269, 0.263, 0.263, 0.246, 0.250, 0.239, 0.255, 0.247, 0.238, 0.250, 0.189]}

***

{"formula": "C5H9NO", "method": "ωB97M-V/def2-TZVPD", "energy_ha": -325.86400, "homo_energy_ha": -0.35439, "orbital_gap_ev": 10.703, "charge": 0, "smiles": "C[C@H]1N[C@H]1CC=O", "symbols": ["C", "C", "N", "C", "C", "C", "O", "H", "H", "H", "H", "H", "H", "H", "H", "H"], "coordinates": [[1.663, 0.555, -0.462], [0.421, 0.099, -1.199], [0.122, -1.335, -1.218], [-0.777, -0.430, -0.506], [-0.827, -0.581, 0.993], [-1.018, 0.721, 1.728], [-1.167, 1.797, 1.197], [2.184, -0.304, -0.031], [2.355, 1.063, -1.140], [1.411, 1.259, 0.338], [0.204, 0.650, -2.114], [-0.275, -1.621, -2.108], [-1.736, -0.197, -0.969], [0.094, -1.054, 1.358], [-1.640, -1.257, 1.296], [-1.013, 0.637, 2.837]], "atomic_forces_ev_per_a": [[0.004, -0.032, 0.037], [0.041, 0.248, -0.050], [-0.017, -0.210, -0.196], [-0.211, 0.112, 0.081], [0.054, 0.027, -0.071], [-0.048, 0.259, -0.131], [0.047, -0.471, 0.237], [-0.086, 0.108, -0.016], [-0.080, -0.100, 0.068], [0.047, -0.068, -0.124], [0.026, -0.089, 0.147], [0.052, 0.040, 0.098], [0.170, -0.048, 0.064], [-0.092, 0.090, -0.020], [0.115, 0.090, -0.013], [-0.022, 0.043, -0.112]], "nbo_charge": [-0.636, -0.071, -0.598, -0.082, -0.533, 0.447, -0.525, 0.221, 0.219, 0.218, 0.195, 0.355, 0.200, 0.246, 0.238, 0.106]}